(1)
ORCA calculation (ωB97M-V with the def2-TZVPD basis set) on a molecular structure, C11H10BrEuF3O3S in a non-equilibrium geometry.

```
30
Properties=species:S:1:pos:R:3:mulliken_charge:R:1
C -1.78486 -0.80282 -1.13013 -0.738
C -1.59294 -1.28743 0.20300 -0.679
C -1.75127 -0.18212 1.08869 -0.417
H -1.23240 -2.29086 0.44652 0.421
C -1.76541 1.00754 0.30374 -0.570
C -1.82826 0.63132 -1.06500 -0.464
H -1.90666 1.30486 -1.92122 0.427
H -1.87069 -1.43172 -2.01749 0.454
H -1.95077 -0.23640 2.15674 0.503
H -1.75354 2.01552 0.70564 0.391
Eu 1.30674 -0.83159 -1.19387 1.079
Br 0.51723 -3.41255 -1.85369 -0.671
C 2.53161 0.85897 -4.00656 -0.644
C 1.39380 1.62865 -4.37501 -0.460
C 0.39831 0.73978 -4.87680 -0.445
H 1.32119 2.71160 -4.34717 0.368
C 0.92230 -0.57867 -4.82184 -0.481
C 2.21409 -0.51584 -4.22678 -0.755
H 2.85568 -1.37744 -4.01832 0.504
H 3.49253 1.25040 -3.68591 0.388
H -0.55566 1.02855 -5.30640 0.378
H 0.44918 -1.47781 -5.19849 0.351
F 2.22158 1.84071 3.23362 -0.238
C 1.47524 1.19603 2.32658 0.567
F 0.23675 1.74644 2.32665 -0.193
F 2.00825 1.49395 1.07222 -0.238
S 1.37336 -0.69224 2.51276 1.018
O 2.40661 -1.05694 3.47592 -0.661
O -0.00214 -1.04747 2.75922 -0.564
O 1.77505 -1.08962 1.11170 -0.629
```

Its expectation value of S² is 15.76. Its total charge is -2. The value obtained for the total energy is -4633.073031 hartree. The value obtained for the HOMO-LUMO gap (spin up / spin down) is 5.53 / 5.53 eV. Its spin multiplicity is 8.

=====

(2)
ORCA calculation (ωB97M-V with the def2-TZVPD basis set) on a molecular structure, C11H10BrNV in a non-equilibrium geometry.

```
24
Properties=species:S:1:pos:R:3:mulliken_charge:R:1
C 0.94974 0.62280 2.07540 -0.457
C 1.12047 -0.38051 3.10516 -0.625
C 2.40201 -0.96822 2.88782 -0.283
H 0.42466 -0.58856 3.93636 0.302
C 2.97118 -0.46293 1.68715 -0.555
C 2.06750 0.55655 1.18866 -0.487
H 2.24707 1.18293 0.31582 0.389
H 0.13594 1.33998 2.03611 0.499
H 2.88153 -1.64828 3.57134 0.632
H 3.91464 -0.77825 1.21143 0.285
V 1.08698 -1.24381 1.20584 0.295
Br -1.14744 -0.94348 0.19648 -0.566
C -2.33110 -0.10416 -3.30866 -0.470
C -1.39448 0.93058 -3.61638 -0.509
C -1.74061 2.08316 -2.84427 -0.535
H -0.56772 0.85789 -4.32859 0.344
C -2.89181 1.76056 -2.06101 -0.467
C -3.25584 0.40859 -2.34701 -0.586
H -4.10486 -0.13204 -1.92025 0.333
H -2.34982 -1.10681 -3.74495 0.302
H -1.22531 3.04760 -2.86131 0.343
H -3.41342 2.43378 -1.37477 0.310
N 2.42952 -3.77923 2.86119 -0.769
C 1.79119 -3.08810 2.12842 0.274
```

Its expectation value of S² is 3.77. As for the energy above the lowest of the compared OMol25 structures with the same formula, charge and spin: 25.06 kJ/mol. Its total charge is -2. The value obtained for the total energy is -3997.880797 hartree. The value obtained for the HOMO-LUMO gap (spin up / spin down) is 5.54 / 5.44 eV. Its spin multiplicity is 4.

=====

(3)
ORCA calculation (ωB97M-V with the def2-TZVPD basis set) on 9 unconnected molecules or ions with the total composition C11H10Cl33NO4P in a non-equilibrium geometry.

```
60
Properties=species:S:1:pos:R:3:mulliken_charge:R:1
O -4.26090 -1.68796 -0.25507 -0.559
C -3.30512 -0.85650 0.35992 -0.044
C -2.24096 -0.65561 -0.69346 0.139
N -1.20656 0.40228 -0.35909 -0.183
C -1.74367 1.79260 -0.42444 0.087
O -2.09559 2.00055 -1.75469 -0.065
O -1.80758 3.36612 -2.09939 -0.329
P -0.25817 0.21225 1.20830 0.411
O -0.24819 -1.38570 1.17432 -0.103
Cl -1.62674 0.64514 2.66801 -0.191
H -4.59174 -2.32806 0.38032 0.340
H -2.88651 -1.35635 1.23165 0.622
H -3.76352 0.07637 0.68845 -0.345
H -2.73543 -0.31897 -1.60004 -0.401
H -1.75021 -1.58653 -0.94766 0.519
H -0.49458 0.34894 -1.09621 0.476
H -2.56182 1.93298 0.27914 0.436
H -0.93755 2.46899 -0.13478 -0.268
H -2.20070 3.90611 -1.39376 0.316
H 0.21123 -1.66926 1.98442 0.302
C -7.30737 0.28639 2.37829 0.310
Cl -8.10124 1.77159 1.87052 -0.092
Cl -5.54268 0.50111 2.26314 -0.037
Cl -7.73282 -0.08572 4.04333 -0.083
Cl -7.78945 -1.04063 1.32425 -0.098
C 2.08014 4.82119 -0.50835 0.163
Cl 3.55647 4.05750 0.07251 -0.016
Cl 2.23907 6.57108 -0.47008 -0.079
Cl 1.75026 4.28675 -2.15956 -0.084
Cl 0.73287 4.32340 0.54146 -0.023
C -2.32725 0.12627 -4.83629 0.351
Cl -3.76853 0.46935 -3.86202 -0.092
Cl -2.76022 0.13865 -6.53696 -0.083
Cl -1.07692 1.34314 -4.53820 -0.075
Cl -1.69908 -1.46798 -4.39023 -0.106
C 4.57699 0.11483 -0.12978 0.145
Cl 5.23398 -1.39760 0.48066 0.016
Cl 4.61524 0.12440 -1.88810 -0.079
Cl 2.88623 0.25396 0.42251 -0.099
Cl 5.45595 1.49727 0.49779 -0.075
C 8.72824 0.72312 -2.32213 0.324
Cl 8.46470 0.19721 -0.65539 -0.066
Cl 10.45498 0.90539 -2.61473 -0.094
Cl 8.06946 -0.48115 -3.43315 -0.085
Cl 7.91613 2.27086 -2.57935 -0.081
C 4.78913 -5.57052 0.50153 0.329
Cl 5.21769 -7.19167 1.03091 -0.095
Cl 4.96112 -5.44905 -1.24920 -0.096
Cl 3.11496 -5.20797 0.94543 -0.036
Cl 5.84702 -4.38618 1.27739 -0.095
C -1.26157 4.62295 4.29829 0.304
Cl -2.75509 5.04354 5.12456 -0.077
Cl -1.62719 4.20196 2.61031 -0.081
Cl -0.15401 5.98864 4.31857 -0.073
Cl -0.51160 3.23300 5.08500 -0.098
C -1.15548 -6.18875 0.77449 0.302
Cl 0.04863 -7.33438 1.35309 -0.080
Cl -0.50745 -4.53917 0.89726 -0.035
Cl -1.54247 -6.53020 -0.90968 -0.088
Cl -2.61455 -6.30998 1.75597 -0.102
```

Its total charge is +1. The value obtained for the total energy is -16308.133468 hartree. The value obtained for the HOMO-LUMO gap is 9.78 eV. Its spin multiplicity is 1.

=====

(4)
ORCA calculation (ωB97M-V with the def2-TZVPD basis set) on a single C11H10FNO2 molecule in a non-equilibrium geometry.

```
25
Properties=species:S:1:pos:R:3:mulliken_charge:R:1
C 3.04782 0.93235 0.65970 -0.236
C 2.12109 0.00945 0.65639 0.408
C -2.38550 -1.37907 0.59399 -0.945
C -1.02793 -1.54890 0.46162 -0.568
C -2.21404 1.01096 0.20015 -0.614
C -2.98349 -0.12168 0.32781 0.221
C -0.22421 -0.36555 0.18546 0.178
C -0.83627 0.88523 0.05058 0.680
C -4.49318 -0.00449 -0.00941 0.413
C 1.65870 -1.68438 -0.72259 -1.104
C 3.25180 1.92792 -0.39246 -1.145
N 1.16287 -0.54719 0.03433 0.295
O -5.05060 0.99902 0.40875 -0.688
O -4.84266 -0.98961 -0.65840 -0.678
F -0.05105 1.97316 -0.19920 -0.264
H 3.58295 0.99250 1.60044 0.385
H -3.06891 -2.12918 0.84856 0.457
H -0.51627 -2.41146 0.55932 0.548
H -2.58031 2.05183 0.23869 0.433
H 1.85568 -2.57145 -0.07154 0.393
H 1.04682 -2.03073 -1.54150 0.417
H 2.55362 -1.52820 -1.29650 0.400
H 4.24173 1.82150 -0.71490 0.436
H 2.60989 1.73188 -1.23287 0.276
H 3.14149 2.97609 0.01358 0.302
```

As for the energy above the lowest of the compared OMol25 structures with the same formula, charge and spin: 392.61 kJ/mol. The value obtained for the total energy is -730.088342 hartree. The value obtained for the HOMO-LUMO gap (spin up / spin down) is 5.35 / 5.35 eV. Its spin multiplicity is 1.

=====

(5)
ORCA calculation (ωB97M-V with the def2-TZVPD basis set) on a gas-phase ion, C11H10FO3 (charge -1) in a non-equilibrium geometry.

```
25
Properties=species:S:1:pos:R:3:mulliken_charge:R:1
C -3.10555 1.32214 -0.02331 -0.360
C -2.33335 1.26677 1.12464 -0.719
C -2.58090 0.85907 -1.21770 -0.585
C -1.05700 0.73027 1.09448 -0.273
C -1.30969 0.32273 -1.24918 -0.284
C -0.53684 0.23683 -0.09386 -0.096
C 1.18771 -2.97675 0.13572 -0.794
C 0.57620 -1.86913 0.51754 -0.460
C 2.27038 1.55205 -0.04514 0.547
C 2.10621 0.11008 0.58325 0.112
C 0.73977 -0.55236 -0.18701 0.823
O 2.37283 1.56440 -1.28605 -0.771
O 2.22877 2.48360 0.75471 -0.720
O 1.14473 -0.72697 -1.51632 -0.753
F 3.15650 -0.73133 0.31401 -0.334
H -4.11224 1.71860 0.01160 0.362
H -2.73752 1.63344 2.05903 0.364
H -3.16976 0.89757 -2.12575 0.365
H -0.46759 0.69802 1.99963 0.351
H -0.89895 -0.06969 -2.16566 0.455
H 1.12550 -3.89428 0.70293 0.273
H 1.78897 -2.98406 -0.75805 0.265
H -0.01933 -1.83209 1.42249 0.275
H 1.96395 0.13715 1.66902 0.373
H 1.66721 0.10393 -1.72101 0.587
```

As for the energy above the lowest of the compared OMol25 structures with the same formula, charge and spin: 0.00 kJ/mol. Its total charge is -1. As for the SMILES: C=C[C@@](O)(c1ccccc1)[C@@H](F)C(=O)[O-]. The value obtained for the total energy is -750.804588 hartree. The value obtained for the HOMO-LUMO gap is 8.13 eV. Its spin multiplicity is 1.

=====

(6)
ORCA calculation (ωB97M-V with the def2-TZVPD basis set) on a molecular structure, C11H10MoNO3S4.

```
30
Properties=species:S:1:pos:R:3:mulliken_charge:R:1
Mo -0.22228 -0.25207 0.15221 0.264
S -2.09248 -1.25233 -0.47201 0.006
S -2.43683 -3.06678 0.42534 0.080
S -0.92400 -3.38757 1.71992 0.046
S 0.37970 -1.79423 1.53590 0.021
O 2.02597 2.03759 2.20963 -0.587
C 2.52015 1.53937 1.24532 -0.141
N 1.78474 0.71669 0.32467 -0.008
C 2.60746 0.31392 -0.60674 0.312
O 2.22959 -0.45245 -1.57947 -0.224
C 3.97313 0.80989 -0.42028 0.454
C 5.13846 0.63779 -1.14130 -0.270
C 6.27299 1.27829 -0.64641 -0.643
C 6.22478 2.04835 0.51088 -0.445
C 5.04244 2.21601 1.23129 -0.477
C 3.92316 1.58050 0.74036 0.166
H 5.17359 0.03771 -2.03930 0.516
H 7.21326 1.17503 -1.17044 0.418
H 7.13130 2.52620 0.85683 0.409
H 5.00686 2.81608 2.12946 0.491
C 0.92213 -1.97528 -3.64260 -0.727
O 0.59550 -1.89631 -2.24489 -0.333
C 0.75517 -0.70803 -1.64225 0.547
C 0.09095 0.52505 -2.27071 -0.842
H 1.89253 -1.52023 -3.83867 0.309
H 0.14606 -1.50031 -4.24363 0.287
H 0.96070 -3.03438 -3.87424 0.267
H -0.69116 0.23406 -2.96653 0.455
H 0.79210 1.22565 -2.72191 0.319
H -0.42955 1.17089 -1.50504 0.329
```

As for the energy above the lowest of the compared OMol25 structures with the same formula, charge and spin: 102.91 kJ/mol. Its total charge is +1. The value obtained for the total energy is -2366.346789 hartree. The value obtained for the HOMO-LUMO gap (spin up / spin down) is 6.54 / 6.56 eV. Its spin multiplicity is 1.